--- 1 ---
Density functional theory data (ωB97M-V/def2-TZVPD) for 5 unconnected molecules or ions with the total composition C2H14O4S.

Structure (XYZ):
```
21
Properties=species:S:1:pos:R:3:mulliken_charge:R:1
S -2.254 -1.207 0.483 -0.209
O 1.442 -1.712 1.754 -0.674
O 0.447 1.349 1.371 -0.595
O 3.291 -0.085 0.944 -0.631
O -0.587 3.290 -1.536 -0.609
C -0.094 -0.916 -1.194 -0.660
C -1.629 -0.684 -1.229 -0.179
H 0.156 0.847 2.256 0.357
H -2.131 -1.276 -2.006 0.370
H -0.465 1.857 1.127 0.272
H 0.092 -2.068 -1.098 0.269
H -3.014 -0.232 0.804 0.101
H -1.275 2.658 -1.951 0.332
H -1.848 0.426 -1.502 0.015
H 0.194 -0.349 -0.290 -0.048
H 0.737 -1.398 1.207 0.291
H 3.096 -0.713 1.523 0.349
H 2.477 0.245 0.582 0.290
H 1.668 -2.563 1.386 0.318
H 0.587 -0.598 -1.972 0.364
H -0.889 3.127 -0.659 0.279
```

The calculation puts the frontier orbital gap at 9.71 eV. For the LUMO energy, the calculation gives -0.12 eV. Its SMILES is CCS.O.O.O.O. Its total charge is 0. Its HOMO energy is -9.83 eV.



--- 2 ---
Density functional theory data (ωB97M-V/def2-TZVPD) for 5 unconnected molecules or ions with the total composition C2H14O4S.

Structure (XYZ):
```
21
Properties=species:S:1:pos:R:3:mulliken_charge:R:1
S -0.685 -0.268 -2.006 -0.190
O 0.150 -0.964 2.818 -0.640
O 1.062 0.754 0.861 -0.630
O -2.588 1.086 1.218 -0.692
O -0.700 3.014 0.365 -0.672
C 1.837 -1.554 -2.049 -1.097
C 0.386 -1.705 -1.650 -0.270
H -0.445 -0.678 3.509 0.311
H -0.868 3.908 0.690 0.316
H -1.123 -0.057 -0.765 0.047
H 0.020 -2.651 -2.057 0.395
H 0.383 -1.868 -0.577 0.203
H -1.930 0.485 1.611 0.301
H 2.024 -1.893 -3.068 0.339
H -1.476 2.528 0.660 0.369
H 1.762 0.688 0.243 0.255
H 0.339 -0.201 2.230 0.399
H 2.196 -0.540 -1.891 0.303
H 0.536 1.510 0.508 0.357
H 2.449 -2.256 -1.473 0.294
H -3.329 0.661 0.821 0.300
```

The calculation puts the frontier orbital gap at 9.38 eV. For the LUMO energy, the calculation gives 0.38 eV. Its SMILES is CCS.O.O.O.O. Its total charge is 0. Its HOMO energy is -9.00 eV.



How do the energies compare? Relative to the most stable structure, in hartree: 1 0.0683; 2 0.0000.



--- 1 ---
Density functional theory data (ωB97M-V/def2-TZVPD) for a molecular structure, C6H22NO5.

Structure (XYZ):
```
34
Properties=species:S:1:pos:R:3:mulliken_charge:R:1
O 3.200 -0.971 -1.016 -0.798
O -3.070 0.267 2.619 -0.671
O -3.380 1.639 -0.840 -0.673
O 1.905 1.070 -1.144 -0.744
O -2.042 0.298 -3.823 -0.631
N 1.103 -1.479 2.268 -0.469
C -0.688 0.160 0.489 -0.298
C 1.784 -2.459 1.418 -0.739
C 0.304 0.812 1.428 -0.655
C 1.436 -0.076 1.995 -0.561
C -0.164 -0.163 -0.902 -0.300
C 0.635 0.924 -1.657 -0.514
H -3.662 0.723 -0.757 0.331
H 1.868 0.353 2.906 0.350
H -0.857 -0.603 -1.611 0.116
H 3.884 -0.755 -1.663 0.188
H 2.212 -0.039 1.237 0.180
H -2.228 -0.164 2.470 0.377
H 0.628 0.625 -2.719 0.222
H -1.516 -0.345 -3.366 0.373
H 1.857 -3.401 1.971 0.301
H 2.750 -2.086 1.102 0.290
H 0.138 1.876 -1.400 0.230
H -1.061 -0.772 0.919 0.470
H 0.825 1.678 1.007 0.309
H -1.615 1.132 -3.585 0.335
H -0.171 1.366 2.256 0.421
H 2.563 0.008 -1.057 0.345
H -1.495 0.893 0.418 0.032
H 0.102 -1.635 2.224 0.314
H -2.486 1.622 -1.186 0.335
H -3.346 0.589 1.763 0.320
H 1.216 -2.704 0.508 0.224
H 0.474 -1.032 -0.790 -0.013
```

The calculation puts the frontier orbital gap at 7.36 eV. For the LUMO energy, the calculation gives 3.00 eV. Its total charge is -1. Its HOMO energy is -4.36 eV.



--- 2 ---
Density functional theory data (ωB97M-V/def2-TZVPD) for a molecular structure, C6H22NO5.

Structure (XYZ):
```
34
Properties=species:S:1:pos:R:3:mulliken_charge:R:1
O -1.988 0.354 0.375 -0.599
O -1.552 0.211 -2.027 -0.832
O 0.301 -1.120 -3.137 -0.711
O -3.221 2.435 1.482 -0.701
O -0.280 2.679 0.404 -0.713
N 2.386 -0.286 0.207 -0.184
C 0.469 -1.607 0.991 -0.511
C -1.012 -1.934 0.798 -0.530
C 0.999 -0.845 -0.251 -0.518
C 2.224 0.895 1.140 -0.715
C 3.188 0.146 -0.907 -0.892
C -2.034 -0.863 1.145 -0.586
H -1.433 -2.822 1.449 0.248
H -0.589 -0.869 -2.548 0.403
H 0.591 -1.027 2.032 0.177
H 1.125 -2.563 1.000 0.147
H -2.186 -0.589 2.218 0.360
H 3.906 -0.581 -1.196 0.325
H 2.993 1.336 1.821 0.332
H 0.019 -1.004 -4.011 0.264
H -2.745 1.777 0.963 0.473
H 2.560 0.252 -1.842 0.271
H -3.099 -1.382 0.903 0.210
H -1.126 -2.141 -0.263 0.263
H -0.881 2.150 0.985 0.203
H 0.274 0.044 -0.321 0.015
H -0.445 2.235 -0.422 0.353
H 3.683 1.169 -0.810 0.329
H 1.411 0.452 1.843 0.067
H 1.827 1.749 0.593 0.390
H -2.450 2.965 1.940 0.326
H 1.195 -1.300 -1.206 0.780
H -2.364 -0.104 -2.476 0.257
H -1.743 0.189 -0.871 0.298
```

The calculation puts the frontier orbital gap at 8.46 eV. For the LUMO energy, the calculation gives 3.55 eV. Its total charge is -1. Its HOMO energy is -4.91 eV.



How do the energies compare? Relative to the most stable structure, in hartree: 1 0.0000; 2 0.0341.